# C16H23NO3

One molecule with the formula C16H23NO3 at a distorted geometry (the ωB97M-V functional and the def2-TZVPD basis, the OMol25 dataset).

Structure (XYZ):
```
43
C16H23NO3 the ωB97M-V functional and the def2-TZVPD basis
C -1.8110 1.4662 -3.8061
O -2.2721 1.6831 -2.4461
C -1.2752 1.4476 -1.4449
C -1.5100 2.4201 -0.3270
C -1.4595 2.1326 1.0656
C -0.9867 0.7705 1.5633
C -1.8605 -0.1980 2.3278
C -1.4246 -1.5608 2.1051
N -0.8093 -1.4714 0.8387
C -0.2005 -2.5791 0.0917
C 1.2775 -2.6033 0.3658
C 1.9275 -1.1826 0.5666
C 3.3287 -1.1134 0.2676
O 3.8420 0.1562 0.7501
C 3.1230 1.2196 0.1626
O 3.6587 2.1757 -0.3337
C 1.6858 1.4341 0.3810
C 1.1585 0.0472 -0.0294
C -0.4127 -0.1383 0.3867
C -1.2375 0.0586 -0.9309
H -2.5047 1.8001 -4.5581
H -0.8627 2.0189 -4.0481
H -1.6211 0.4216 -3.9902
H -0.2765 1.6161 -1.8504
H -1.9571 3.3431 -0.6991
H -1.7126 2.9791 1.7406
H -0.1599 0.9800 2.1836
H -2.7717 0.0522 1.8959
H -1.9058 -0.0600 3.4266
H -2.0938 -2.4111 1.9414
H -0.6988 -1.7627 2.8376
H -0.7288 -3.4751 0.4539
H -0.4940 -2.3947 -0.9283
H 1.5547 -3.1988 1.2250
H 1.7621 -3.0723 -0.4645
H 1.8020 -1.0221 1.5978
H 3.5077 -1.1713 -0.7757
H 3.7548 -1.9193 0.8776
H 1.2687 2.1800 -0.3879
H 1.5041 1.7566 1.4021
H 1.1086 0.0168 -1.0802
H -2.2924 -0.1847 -0.6648
H -0.9251 -0.6570 -1.6893
```

Values from the calculation:
Relative energy (zero: lowest compared OMol25 entry of this formula, charge and spin) (kJ/mol): 539.6
Total charge: 0
LUMO (eV): 0.7
SMILES: CO[C@H]1C=C[C@H]2CCN3CC[C@H]4COC(=O)C[C@@H]4[C@]23C1
Orbital gap (eV): 8.4553
Total energy (Ha): -903.815762

=====

# C16H24AsF4MnN3S

C16H24AsF4MnN3S as an isolated structure (the ωB97M-V functional and the def2-TZVPD basis, the OMol25 dataset).

Structure (XYZ):
```
50
C16H24AsF4MnN3S the ωB97M-V functional and the def2-TZVPD basis
Mn -0.0448 -0.6278 0.6422
C -1.6404 0.1331 -2.2283
C -2.5651 -0.4354 -1.1696
N -2.2204 -0.0693 0.2198
C -3.1136 -0.8131 1.1339
C -2.8340 -0.5626 2.6020
C -2.3475 1.4016 0.4152
C -1.1631 2.0485 1.1425
N 0.0578 1.3960 0.7176
C 1.2693 1.9654 0.9591
C 2.4084 1.2555 0.5366
F 2.1914 0.0440 -0.0716
C 3.7009 1.6864 0.6898
F 4.6936 0.9084 0.2329
C 3.9779 2.8977 1.2976
C 2.8859 3.6194 1.7352
F 3.0768 4.7998 2.3444
C 1.5805 3.1856 1.5845
F 0.6021 3.9775 2.0766
H -1.9366 -0.2547 -3.2043
H -0.5939 -0.1325 -2.0638
H -1.6788 1.2196 -2.2849
H -2.5615 -1.5273 -1.2207
H -3.5995 -0.1271 -1.3814
H -2.9961 -1.8771 0.9082
H -4.1581 -0.5563 0.9035
H -1.7953 -0.7559 2.8761
H -3.4578 -1.2272 3.2008
H -3.0741 0.4592 2.8958
H -3.2792 1.6083 0.9522
H -2.4531 1.8628 -0.5644
H -1.3158 1.9939 2.2289
H -1.1866 3.1118 0.8906
H 4.9859 3.2564 1.4325
C -0.1154 -4.3545 0.3346
As 0.2740 -2.8113 -0.7690
C -0.4541 -3.3455 -2.4831
C 2.1790 -3.0350 -1.0601
H 0.2460 -5.2567 -0.1586
H -1.1908 -4.4267 0.4922
H 0.3755 -4.2275 1.2980
H 0.0248 -4.2704 -2.8046
H -0.2735 -2.5687 -3.2232
H -1.5265 -3.5107 -2.3906
H 2.3770 -4.0336 -1.4500
H 2.6971 -2.8974 -0.1123
H 2.5303 -2.2826 -1.7640
S 2.0778 -3.0960 4.0951
C 1.2147 -2.1946 3.0747
N 0.5612 -1.5616 2.3265
```

Values from the calculation:
2S+1: 6
Relative energy (zero: lowest compared OMol25 entry of this formula, charge and spin) (kJ/mol): 11.5
Total charge: 0
LUMO (alpha / beta) (eV): 0.4 / 0.3
Orbital gap (alpha / beta) (eV): 7.6030 / 7.8470
Total energy (Ha): -4972.785171

=====

# C16H24AuF4N3O

C16H24AuF4N3O as an isolated structure (the ωB97M-V functional and the def2-TZVPD basis, the OMol25 dataset).

Structure (XYZ):
```
49
C16H24AuF4N3O the ωB97M-V functional and the def2-TZVPD basis
Au -0.0868 -0.1439 -0.3798
C 0.0755 -2.1389 2.5318
C 0.7244 -2.6348 1.2565
N 1.4150 -1.5717 0.4717
C 2.3715 -0.7560 1.2743
C 3.4919 -1.5670 1.9140
C 2.0086 -2.1316 -0.7546
C 2.3355 -1.0571 -1.7904
N 1.5918 0.1707 -1.5016
C 1.4270 1.1498 -2.4107
C 1.0516 2.4418 -1.9128
F 0.9238 2.6151 -0.6062
C 0.8829 3.5183 -2.7492
F 0.5458 4.6879 -2.2370
C 1.0825 3.3815 -4.1141
C 1.4580 2.1479 -4.6365
F 1.6410 2.0156 -5.9344
C 1.6275 1.0522 -3.8244
F 1.9563 -0.1000 -4.3756
H -0.5229 -2.9470 2.9499
H -0.5940 -1.2982 2.3399
H 0.8034 -1.8482 3.2874
H -0.0145 -3.0828 0.5924
H 1.4686 -3.4058 1.4787
H 1.7888 -0.2467 2.0406
H 2.7791 0.0067 0.6123
H 3.1184 -2.2900 2.6373
H 4.1422 -0.8749 2.4479
H 4.1083 -2.0873 1.1822
H 1.2795 -2.8267 -1.1693
H 2.8990 -2.7109 -0.5019
H 2.1243 -1.4672 -2.7747
H 3.3934 -0.7743 -1.7832
H 0.9536 4.2314 -4.7739
C -4.7642 1.2369 2.1216
N -3.9047 0.3755 1.3038
C -4.5362 -0.7828 0.6570
C -2.6383 0.6212 1.0839
C -1.9649 1.8148 1.6887
O -2.0011 -0.2072 0.3364
H -5.4222 0.6048 2.7122
H -5.3688 1.8788 1.4811
H -4.1777 1.8475 2.7986
H -5.5982 -0.7574 0.8772
H -4.1076 -1.7074 1.0389
H -4.3880 -0.7405 -0.4195
H -2.4839 2.7339 1.4168
H -0.9367 1.8789 1.3399
H -1.9586 1.7455 2.7771
```

Values from the calculation:
Total charge: +2
LUMO (alpha / beta) (eV): -9.8 / -9.8
Orbital gap (alpha / beta) (eV): 5.3234 / 5.3224
Total energy (Ha): -1398.070508